No. 1
ORCA calculation (the ωB97M-V functional and the def2-TZVPD basis) on a molecular structure, C18H14Cl5IN2Sr in a non-equilibrium geometry.

The geometry in XYZ format:
```
41
C18H14Cl5IN2Sr (the ωB97M-V functional and the def2-TZVPD basis)
C 1.75273 0.83298 4.61021
C 1.67668 -0.64081 4.65089
H 2.33173 1.02728 3.71948
H 2.21628 1.22213 5.51349
H 0.76486 1.28699 4.45714
H 1.61324 -0.95940 3.61864
H 2.61759 -1.06633 5.05893
H 0.84185 -1.02217 5.22448
C 1.00740 2.62301 -1.53495
C 1.33260 3.39271 -2.66941
C 1.48974 2.73308 -3.89946
C 1.32820 1.34419 -3.93347
H 0.89292 3.07692 -0.53938
H 1.43756 4.48241 -2.61068
H 1.76528 3.26308 -4.82079
H 1.44865 0.82400 -4.88345
N 0.83125 1.28452 -1.59180
C 0.99551 0.61769 -2.77570
C 0.87009 -0.87837 -2.79301
N 0.76918 -1.53985 -1.61102
C 0.76082 -2.88356 -1.54888
C 0.82587 -3.02407 -3.94888
C 0.78718 -3.67328 -2.71329
H 0.74021 -3.33703 -0.54710
H 0.77602 -4.76200 -2.65672
C 0.89024 -1.63559 -3.98421
H 0.95928 -1.12217 -4.92938
H 0.86670 -3.57753 -4.90337
Sr 0.34094 -0.14278 0.26848
I 3.70601 -0.38172 0.81842
Cl -2.21390 -0.19276 -1.12839
C -2.81662 0.06336 0.52663
C -1.90497 0.20843 1.55140
C -2.29891 0.37591 2.85737
Cl -1.16858 0.52465 4.12218
C -3.67607 0.40187 3.19136
Cl -4.15026 0.53854 4.82588
C -4.61529 0.28235 2.14560
Cl -6.25904 0.34763 2.53930
C -4.19960 0.11176 0.79445
Cl -5.33334 -0.02610 -0.47102
```

HOMO, hartree: -0.281
LUMO energy, Ha: -0.0509
HOMO-LUMO gap, Eh: 0.23011

Quick look at the Mulliken charges, all values in e:
1 C -0.628
2 C -0.695
3 H 0.141
4 H 0.296
5 H 0.261
6 H 0.094
7 H 0.308
8 H 0.310
9 C -0.253
10 C -0.680
11 C -0.396
12 C -0.612
13 H 0.457
14 H 0.375
15 H 0.407
16 H 0.275
17 N -0.207
18 C 0.479
19 C 0.287
20 N -0.167
21 C -0.287
22 C -0.432
23 C -0.660
24 H 0.462
25 H 0.386
26 C -0.544
27 H 0.327
28 H 0.395
29 Sr 1.772
30 I -0.684
31 Cl -0.270
32 C 1.797
33 C -1.799
34 C 0.292
35 Cl -0.367
36 C -0.266
37 Cl -0.174
38 C 0.605
39 Cl -0.199
40 C -0.210
41 Cl -0.196

---

No. 2
ORCA calculation (the ωB97M-V functional and the def2-TZVPD basis) on a molecular structure, C18H14ClPReS4Sb in a non-equilibrium geometry.

The geometry in XYZ format:
```
40
C18H14ClPReS4Sb (the ωB97M-V functional and the def2-TZVPD basis)
Re 0.61151 -2.57296 -1.30720
S 2.17842 -4.09965 1.51012
Sb 4.28663 -3.35609 0.15413
S 2.74996 -2.42256 -1.81608
S 0.62090 -4.22552 0.22536
S 4.69656 -1.51470 1.26592
Cl -1.76915 -2.83830 -1.57331
C -2.47864 -1.17491 -1.41562
C -3.80350 -1.04209 -1.75578
C -4.34667 0.23609 -1.70098
C -3.56377 1.32010 -1.32692
C -2.23158 1.13678 -0.98124
C -1.66384 -0.13461 -1.00837
P 0.05066 -0.41715 -0.45727
C 0.01330 -0.50248 1.32659
C -1.15509 -0.27770 2.05228
C -1.13358 -0.41123 3.43161
C 0.04115 -0.77880 4.08047
C 1.20706 -1.00108 3.35569
C 1.19816 -0.86793 1.97364
C 0.99528 1.01657 -0.95830
C 1.25128 1.20331 -2.32050
C 1.92236 2.33789 -2.74624
C 2.34598 3.28117 -1.81174
C 2.11120 3.08634 -0.45945
C 1.43281 1.95128 -0.02233
H -4.39847 -1.89896 -2.05745
H -5.38884 0.37937 -1.96481
H -3.99233 2.31381 -1.30281
H -1.62193 1.98544 -0.68679
H -2.07440 -0.00066 1.55567
H -2.03804 -0.23025 4.00209
H 0.04532 -0.89682 5.16011
H 2.12806 -1.28351 3.85759
H 2.12267 -1.03546 1.42201
H 0.94060 0.46000 -3.05164
H 2.12424 2.48685 -3.80242
H 2.86804 4.17362 -2.14530
H 2.45894 3.81547 0.26272
H 1.25877 1.79933 1.03656
```

Multiplicity: 4
HOMO (spin up / spin down), hartree: -0.393 / -0.398
Net charge: +1
LUMO energy (spin up / spin down), Ha: -0.1828 / -0.1964
Energy above the lowest of the compared OMol25 structures with the same formula, charge and spin, kcal/mol: 5.60
HOMO-LUMO gap (spin up / spin down), Eh: 0.21006 / 0.20153

Quick look at the Mulliken charges, all values in e:
1 Re 0.308
2 S -0.216
3 Sb 0.677
4 S -0.292
5 S -0.041
6 S -0.452
7 Cl -0.187
8 C 0.896
9 C -0.752
10 C -0.414
11 C -0.825
12 C -0.118
13 C -0.331
14 P 0.754
15 C 0.575
16 C -0.486
17 C -0.661
18 C -0.524
19 C -0.572
20 C 0.169
21 C 0.625
22 C -0.478
23 C -0.696
24 C -0.450
25 C -0.759
26 C -0.082
27 H 0.458
28 H 0.410
29 H 0.423
30 H 0.496
31 H 0.369
32 H 0.417
33 H 0.403
34 H 0.465
35 H -0.101
36 H 0.333
37 H 0.418
38 H 0.396
39 H 0.433
40 H 0.412

---

No. 3
ORCA calculation (the ωB97M-V functional and the def2-TZVPD basis) on a molecular structure, C18H14F10MnN3O.

The geometry in XYZ format:
```
47
C18H14F10MnN3O (the ωB97M-V functional and the def2-TZVPD basis)
Mn 0.15473 0.33176 0.20850
C -1.13808 -1.44888 2.44642
N -0.78381 -0.06566 2.13091
C -1.95765 0.81408 2.02614
C -2.68470 0.54289 0.71930
N -1.69313 0.48717 -0.35806
C -2.11642 0.51121 -1.67210
C -3.43646 0.42872 -2.13666
F -4.46778 0.27877 -1.28320
C -3.75887 0.47888 -3.48392
F -5.03804 0.40351 -3.84989
C -2.77856 0.59201 -4.44825
F -3.09208 0.63322 -5.74462
C -1.45772 0.63817 -4.03671
F -0.47623 0.71734 -4.93258
C -1.16149 0.59816 -2.69264
F 0.14425 0.59206 -2.34244
C 0.27359 0.44968 3.01961
C 1.62324 -0.17941 2.66019
N 1.63952 -0.40539 1.22554
C 2.67640 -1.05957 0.61955
C 3.94543 -1.34497 1.13030
F 4.30502 -0.92089 2.35416
C 4.88519 -2.05705 0.40066
F 6.08107 -2.29673 0.93648
C 4.61084 -2.50669 -0.87730
F 5.52960 -3.17909 -1.57354
C 3.36515 -2.23827 -1.42492
F 3.05632 -2.66281 -2.64752
C 2.45117 -1.53985 -0.67376
F 1.20950 -1.30660 -1.19397
H -1.61998 -1.50946 3.42939
H -0.23930 -2.06206 2.44915
H -1.81777 -1.84254 1.69235
H -1.58553 1.83971 2.02909
H -2.63417 0.68876 2.88099
H -3.41112 1.34563 0.56771
H -3.26045 -0.38559 0.78539
H 0.03037 0.26819 4.07362
H 0.32417 1.52487 2.85455
H 1.77580 -1.12391 3.19570
H 2.40662 0.50265 3.00246
C -0.00443 3.12235 -0.31646
O 0.66617 2.04280 0.28191
H 0.60760 4.01929 -0.18797
H -0.98345 3.30655 0.14447
H -0.16458 2.97702 -1.38802
```

Multiplicity: 5
HOMO (spin up / spin down), hartree: -0.288 / -0.298
LUMO energy (spin up / spin down), Ha: -0.0347 / 0.0081
HOMO-LUMO gap (spin up / spin down), Eh: 0.25328 / 0.30607

Quick look at the Mulliken charges, all values in e:
1 Mn 0.256
2 C -1.075
3 N 0.444
4 C -1.018
5 C -0.762
6 N 0.516
7 C -0.041
8 C 0.466
9 F -0.326
10 C 0.022
11 F -0.297
12 C 0.675
13 F -0.307
14 C 0.084
15 F -0.289
16 C 0.175
17 F -0.518
18 C -0.965
19 C -0.970
20 N 0.343
21 C -0.570
22 C 0.571
23 F -0.318
24 C 0.024
25 F -0.291
26 C 0.741
27 F -0.310
28 C -0.203
29 F -0.287
30 C 0.659
31 F -0.384
32 H 0.318
33 H 0.268
34 H 0.268
35 H 0.294
36 H 0.379
37 H 0.522
38 H 0.480
39 H 0.412
40 H 0.447
41 H 0.561
42 H 0.420
43 C -0.664
44 O -0.408
45 H 0.292
46 H 0.201
47 H 0.164

---

No. 4
ORCA calculation (the ωB97M-V functional and the def2-TZVPD basis) on a single C18H14N4O3S molecule in a non-equilibrium geometry.

The geometry in XYZ format:
```
40
C18H14N4O3S (the ωB97M-V functional and the def2-TZVPD basis)
N 1.12391 0.80825 0.18833
N 0.48877 2.54227 3.05207
N -0.72690 1.94383 2.94945
O 1.55641 1.06566 -2.63371
O -4.30673 0.03023 1.25273
O -1.70210 -1.03927 1.81584
S 2.81723 2.45670 1.42339
C 2.35763 1.31449 0.11960
C 1.18313 2.18210 1.99240
C -0.71526 1.17046 1.88542
C -4.93055 -3.60176 1.36811
C -3.71091 -4.09142 1.74827
C 5.09929 0.12932 -2.87350
C 5.53970 0.35720 -1.59180
C -5.13332 -2.20270 1.18010
C -2.63131 -3.20216 1.82021
C 3.79128 0.36570 -3.25736
C 4.63652 0.80223 -0.61386
C -4.10239 -1.30977 1.37386
C -2.81168 -1.83227 1.66448
C 2.86217 0.79258 -2.28680
C 3.29521 0.97997 -0.95255
N 0.50154 1.33303 1.26423
C 1.37856 1.92747 -3.77576
C -3.24386 0.83223 1.81726
C -1.86121 0.32811 1.36916
H -5.80495 -4.24118 1.30592
H -3.55625 -5.15104 1.87929
H 5.84756 -0.18281 -3.58263
H 6.59437 0.16059 -1.38089
H -6.11299 -1.84662 0.91681
H -1.62431 -3.60484 1.96432
H 3.50743 0.22469 -4.27492
H 4.96505 0.97353 0.40349
H 2.15438 2.68672 -3.88003
H 1.31741 1.31521 -4.67988
H 0.43918 2.49438 -3.65462
H -3.35472 0.83480 2.90616
H -3.33445 1.87640 1.49917
H -1.79278 0.37766 0.27822
```

HOMO, hartree: -0.303
LUMO energy, Ha: -0.0074
Energy above the lowest of the compared OMol25 structures with the same formula, charge and spin, kcal/mol: 74.34
HOMO-LUMO gap, Eh: 0.29518

Quick look at the Mulliken charges, all values in e:
1 N -1.217
2 N -0.850
3 N -0.244
4 O -0.411
5 O -0.461
6 O -0.337
7 S -0.128
8 C 0.106
9 C 0.377
10 C 0.203
11 C -0.411
12 C -0.591
13 C -0.448
14 C -0.792
15 C -0.723
16 C -0.482
17 C -0.550
18 C -0.578
19 C 0.599
20 C 0.517
21 C 0.437
22 C 1.028
23 N 0.922
24 C -0.833
25 C -0.650
26 C 0.604
27 H 0.341
28 H 0.367
29 H 0.374
30 H 0.363
31 H 0.414
32 H 0.360
33 H 0.375
34 H 0.391
35 H 0.370
36 H 0.308
37 H 0.273
38 H 0.304
39 H 0.368
40 H 0.306

---

No. 5
ORCA calculation (the ωB97M-V functional and the def2-TZVPD basis) on a molecular structure, C18H14N4O5RuS3 in a non-equilibrium geometry.

The geometry in XYZ format:
```
45
C18H14N4O5RuS3 (the ωB97M-V functional and the def2-TZVPD basis)
Ru 0.76831 -1.15878 -0.11975
S 1.77881 -2.79888 1.51285
C 3.09851 -1.67048 1.56165
S 3.37041 -0.77708 0.11285
C 3.85331 -1.52438 2.71095
C 4.81161 -0.52098 2.88035
N 5.56631 0.32282 3.09555
C 3.63671 -2.35278 3.82105
N 3.50251 -3.01828 4.74965
C -5.54559 1.38542 -0.82935
C -4.25459 0.73362 -1.21915
C -3.13439 0.85632 -0.40605
C -1.91209 0.34612 -0.80545
C -1.81029 -0.27598 -2.03515
C -2.92039 -0.44538 -2.83925
C -4.14469 0.04362 -2.42115
S -0.18379 -0.69548 -2.69165
O -0.31559 -0.73358 -4.12705
O 0.71361 0.32932 -2.15835
N 0.34621 -2.08538 -2.08105
C -0.50019 -3.19298 -2.18045
C -1.53009 -3.23388 -0.90755
O -2.48849 -3.96458 -1.05815
O -1.19819 -2.50488 0.03415
H -5.49909 1.74032 0.19725
H -6.38229 0.69692 -0.93175
H -5.72969 2.24092 -1.48145
H -3.21229 1.37912 0.53485
H -1.04179 0.44212 -0.15405
H -2.79959 -0.93298 -3.79385
H -5.01539 -0.08788 -3.04725
H 0.06631 -4.12308 -2.09475
H -1.10009 -3.18908 -3.09835
O 0.61891 0.50672 1.51345
N 1.52271 1.42632 1.54975
C 1.80181 2.15672 0.44395
C 2.70671 3.18822 0.49525
C 3.36881 3.47402 1.68355
C 3.11741 2.66682 2.78765
C 2.19591 1.65372 2.70075
H 1.29931 1.84942 -0.46715
H 2.89631 3.75672 -0.40275
H 4.07491 4.28722 1.73425
H 3.65421 2.80962 3.71125
H 1.94881 0.99482 3.52005
```

Multiplicity: 2
HOMO (spin up / spin down), hartree: -0.197 / -0.198
Net charge: -1
LUMO energy (spin up / spin down), Ha: 0.0483 / 0.0533
HOMO-LUMO gap (spin up / spin down), Eh: 0.24498 / 0.25096

Quick look at the Mulliken charges, all values in e:
1 Ru 0.579
2 S -0.285
3 C 0.866
4 S -0.323
5 C 0.119
6 C 0.071
7 N -0.620
8 C -0.017
9 N -0.532
10 C -1.478
11 C 1.039
12 C -1.227
13 C 0.460
14 C 0.477
15 C -0.403
16 C -0.775
17 S 1.441
18 O -0.779
19 O -0.574
20 N -0.572
21 C -0.588
22 C 0.600
23 O -0.746
24 O -0.609
25 H 0.345
26 H 0.360
27 H 0.308
28 H 0.338
29 H -0.071
30 H 0.437
31 H 0.377
32 H 0.358
33 H 0.301
34 O -0.886
35 N 0.703
36 C 0.150
37 C -0.928
38 C -0.141
39 C -0.664
40 C -0.273
41 H 0.477
42 H 0.411
43 H 0.401
44 H 0.406
45 H 0.467

---

No. 6
ORCA calculation (the ωB97M-V functional and the def2-TZVPD basis) on a molecular structure, C18H15AlBrN4O2S2.

The geometry in XYZ format:
```
43
C18H15AlBrN4O2S2 (the ωB97M-V functional and the def2-TZVPD basis)
Al 1.09915 -0.57068 0.44412
C 0.97907 -2.38385 1.76647
C 1.75443 -1.41535 2.44023
C 2.96908 -1.24134 1.71223
C 2.92284 -2.07113 0.58736
C 1.67680 -2.76086 0.59478
H 0.01071 -2.74592 2.07099
H 1.53362 -1.00806 3.41436
H 3.77277 -0.57197 1.97448
H 3.68259 -2.14671 -0.17434
H 1.37249 -3.55016 -0.07515
N 1.24619 -2.06662 -2.68041
C 1.66910 -0.80247 -2.53904
N 1.70806 -0.15756 -1.39016
C 2.14617 1.15562 -1.57165
C 2.49869 1.47192 -2.82483
S 2.22050 0.12752 -3.87428
C 2.07960 1.98168 -0.36761
C 2.34647 3.28238 -0.18923
S 1.91517 3.76019 1.41372
C 1.42384 2.15173 1.76388
N 1.59422 1.31399 0.75924
N 0.91812 1.81102 2.95798
H 0.87536 -2.56915 -1.89232
H 1.18300 -2.48998 -3.58897
H 2.85522 2.41129 -3.20911
H 2.71444 4.00000 -0.90118
H 0.72010 2.51392 3.64776
H 0.54729 0.88842 3.10629
Br -7.45146 -0.26428 -0.13074
C -5.57957 -0.06716 -0.19021
C -5.02952 1.01344 -0.86429
C -3.65225 1.15236 -0.90278
C -2.83560 0.22155 -0.27249
C -3.40444 -0.85595 0.39758
C -4.78104 -1.00812 0.44229
C -1.35399 0.40397 -0.33047
O -0.81155 1.31791 -0.91785
O -0.66289 -0.52583 0.32220
H -5.67416 1.73194 -1.34959
H -3.20012 1.98535 -1.42494
H -2.76808 -1.57999 0.88573
H -5.23045 -1.84307 0.95992
```

HOMO, hartree: -0.412
Net charge: +1
LUMO energy, Ha: -0.0981
Energy above the lowest of the compared OMol25 structures with the same formula, charge and spin, kcal/mol: 0.00
HOMO-LUMO gap, Eh: 0.31359

Quick look at the Mulliken charges, all values in e:
1 Al -1.571
2 C -0.798
3 C -0.293
4 C -0.746
5 C -0.758
6 C -0.420
7 H 0.513
8 H 0.930
9 H 0.531
10 H 0.502
11 H 0.915
12 N -0.309
13 C 0.488
14 N 0.638
15 C -0.232
16 C -0.260
17 S -0.192
18 C -0.286
19 C -0.294
20 S -0.197
21 C 0.544
22 N 0.608
23 N -0.317
24 H 0.140
25 H 0.227
26 H 0.462
27 H 0.461
28 H 0.228
29 H 0.151
30 Br -0.156
31 C 0.124
32 C -0.585
33 C -0.383
34 C 0.024
35 C -0.164
36 C -0.663
37 C 0.706
38 O -0.623
39 O 0.272
40 H 0.434
41 H 0.460
42 H 0.446
43 H 0.439